98
Properties=species:S:1:pos:R:3:forces:R:3 method="wB97M-V/def2-TZVPD" homo_lumo_gap_ev=4.529 charge=0 e_tot_ha=-3994.18146
Cl -1.414 0.086 -7.160 -0.293 0.194 0.413
B -2.505 0.431 -5.706 -0.529 -1.272 -0.558
Cl -4.213 0.983 -6.191 0.416 0.042 0.180
Cl -2.602 -1.058 -4.568 0.054 0.484 -0.160
O -1.835 1.543 -4.963 0.044 1.290 2.271
C -2.202 2.056 -3.845 0.241 0.173 -2.391
C -1.491 3.198 -3.346 0.405 0.398 0.309
C -1.997 3.851 -2.202 0.264 -0.153 -0.189
C -1.297 4.905 -1.625 0.144 0.039 -0.175
C -0.075 5.313 -2.190 -0.715 -0.773 -0.297
Cl 0.836 6.551 -1.433 0.031 0.094 0.025
C 0.404 4.719 -3.369 -0.119 -0.040 0.005
C -0.301 3.682 -3.958 -0.343 -0.061 0.373
H -3.127 1.727 -3.367 0.187 -0.301 0.037
H -2.949 3.505 -1.794 0.352 0.145 0.083
H -1.674 5.415 -0.741 0.082 -0.150 -0.208
H 1.329 5.081 -3.812 -0.182 -0.089 0.085
H 0.050 3.235 -4.886 -0.045 0.062 0.240
C -3.920 -3.456 1.017 -0.087 0.130 -0.098
C -2.830 -2.902 1.928 0.258 0.440 -0.066
C -2.516 -3.847 3.087 0.061 0.092 0.135
C -3.162 -1.491 2.421 0.186 -0.316 -0.214
C -4.311 -1.254 3.175 0.083 0.143 0.016
C -4.602 0.027 3.636 -0.013 -0.043 0.007
C -3.744 1.088 3.359 0.071 -0.137 -0.091
C -2.589 0.885 2.604 0.299 0.202 -0.097
C -1.635 2.050 2.319 0.066 -0.535 -0.091
C -1.041 2.627 3.603 0.001 -0.138 0.075
C -2.297 3.127 1.471 -0.233 0.065 -0.148
C -2.318 -0.408 2.135 -0.018 -0.094 0.136
N -1.146 -0.633 1.321 1.087 -0.163 -0.190
N 0.012 -1.016 1.895 1.360 0.555 -1.313
N 0.912 -1.016 0.881 -2.685 0.121 0.874
C 2.290 -1.327 1.187 0.443 -0.184 0.574
C 2.658 -2.674 1.338 -0.330 -0.221 -0.135
C 1.637 -3.805 1.176 -0.095 0.461 -0.003
C 1.511 -4.650 2.444 0.016 0.127 0.118
C 1.946 -4.680 -0.037 0.084 0.059 -0.118
C 3.991 -2.971 1.616 -0.030 0.164 -0.052
C 4.927 -1.950 1.759 0.047 -0.039 0.006
C 4.537 -0.617 1.668 -0.096 -0.119 -0.074
C 3.211 -0.283 1.391 -0.362 0.318 -0.042
C 2.783 1.187 1.348 -0.272 -0.367 -0.089
C 3.471 1.961 0.225 0.026 -0.064 -0.153
C 2.995 1.877 2.699 -0.047 -0.154 0.106
C 0.311 -0.696 -0.335 1.785 -0.795 0.978
C 1.048 -0.540 -1.558 0.891 0.264 -1.262
C 0.474 0.256 -2.574 -0.011 -0.204 0.297
C 1.151 0.550 -3.741 0.002 -0.184 0.366
C 2.460 0.120 -3.887 0.329 0.101 -0.404
C 3.181 0.585 -5.121 0.151 0.042 -0.546
F 4.417 0.035 -5.258 -0.797 0.447 0.049
F 2.472 0.291 -6.256 0.699 0.364 0.879
F 3.345 1.954 -5.104 -0.057 -1.018 -0.160
C 3.067 -0.696 -2.934 -0.286 0.045 -0.080
C 2.345 -1.082 -1.814 -0.595 0.131 0.390
C -1.034 -0.424 -0.072 -2.233 0.517 0.628
C -2.130 -0.020 -0.813 0.519 -0.107 0.169
H -4.082 -2.777 0.174 -0.048 -0.135 0.082
H -3.620 -4.432 0.621 -0.077 0.086 0.059
H -4.865 -3.574 1.558 0.099 -0.031 -0.098
H -1.916 -2.800 1.330 -0.166 -0.157 0.037
H -1.706 -3.437 3.702 -0.142 -0.105 -0.035
H -3.396 -3.995 3.726 0.161 -0.012 -0.091
H -2.195 -4.822 2.703 -0.100 0.123 0.072
H -4.974 -2.092 3.397 0.125 0.281 -0.011
H -5.503 0.199 4.223 0.185 -0.035 -0.121
H -3.959 2.092 3.729 -0.020 -0.295 -0.057
H -0.810 1.626 1.734 -0.052 0.186 0.056
H -0.524 1.843 4.168 -0.085 0.151 -0.017
H -0.315 3.411 3.363 -0.120 -0.063 0.059
H -1.823 3.057 4.241 0.157 -0.035 -0.070
H -2.669 2.693 0.536 0.028 0.067 0.125
H -3.142 3.582 2.004 0.135 -0.015 -0.092
H -1.578 3.913 1.218 -0.080 -0.081 0.099
H 0.670 -3.316 1.009 0.088 -0.250 -0.015
H 1.263 -4.016 3.303 0.058 -0.136 -0.079
H 0.713 -5.391 2.322 0.164 0.086 0.019
H 2.448 -5.179 2.659 -0.174 0.055 -0.001
H 2.000 -4.076 -0.950 0.004 -0.146 0.080
H 2.904 -5.199 0.092 -0.164 0.047 -0.063
H 1.158 -5.429 -0.169 0.149 0.077 0.004
H 4.288 -4.018 1.715 -0.031 0.368 -0.016
H 5.971 -2.197 1.953 -0.249 0.067 -0.005
H 5.263 0.187 1.816 -0.198 -0.309 -0.045
H 1.705 1.182 1.139 0.144 0.153 0.047
H 3.277 1.492 -0.746 0.076 0.078 0.097
H 3.089 2.988 0.191 0.109 -0.135 0.014
H 4.556 1.999 0.384 -0.166 0.035 -0.059
H 2.477 1.331 3.495 0.110 0.103 -0.077
H 4.062 1.928 2.951 -0.195 0.020 -0.024
H 2.598 2.898 2.668 0.104 -0.145 -0.008
H -0.522 0.653 -2.412 0.221 -0.079 -0.028
H 0.658 1.102 -4.534 0.136 -0.044 0.072
H 4.091 -1.034 -3.075 -0.267 -0.026 -0.014
H 2.776 -1.810 -1.125 -0.024 0.417 -0.224
H -2.133 -0.196 -1.882 -0.222 0.138 0.197
H -3.047 0.213 -0.274 0.113 -0.301 -0.291



158
Properties=species:S:1:pos:R:3:forces:R:3 method="wB97M-V/def2-TZVPD" smiles=CCNc1c(CC(C)C)c(COCOCCO)c(P(C)C)c2nsnc12.COC[C@@H](C)N.COC[C@@H](C)N.COC[C@@H](C)N.COC[C@@H](C)N.COC[C@@H](C)N.COC[C@@H](C)N homo_lumo_gap_ev=6.374 charge=0 e_tot_ha=-3566.93839
C -0.916 -0.378 3.432 -0.258 -0.051 -0.539
C -1.233 -0.152 1.841 -0.391 -0.314 1.794
N -0.029 -0.578 1.007 -0.023 2.615 0.459
C 0.545 0.634 0.406 2.224 2.167 -0.534
C 1.916 1.271 0.794 -2.470 0.076 -1.822
C 2.760 0.491 1.911 -0.926 0.026 0.020
C 3.241 -0.983 1.470 -0.369 -0.562 0.934
C 3.000 -1.940 2.774 -0.262 0.186 -0.128
C 4.778 -1.082 1.009 -0.471 -0.836 0.019
C 2.412 2.621 0.097 -2.490 0.087 -2.378
C 3.789 3.310 0.516 -0.990 0.177 0.991
O 4.906 2.388 0.649 0.280 1.662 0.256
C 6.103 3.196 0.830 1.168 0.358 -0.899
O 7.000 2.696 1.840 -1.859 -0.121 -0.238
C 6.332 2.453 3.102 0.463 0.262 1.156
C 5.705 3.755 3.807 -0.696 -0.694 0.440
O 4.623 3.285 4.692 0.462 -0.097 -0.828
C 1.564 3.362 -1.001 -0.677 -2.748 2.552
P 2.099 4.961 -1.851 0.757 -0.085 -0.208
C 0.720 5.717 -2.899 -1.285 0.443 -0.054
C 2.451 6.259 -0.487 -0.741 0.497 0.716
C 0.209 2.677 -1.391 -2.778 -2.050 -0.228
N -0.796 3.021 -2.354 1.759 -0.430 1.522
S -2.131 1.968 -2.431 4.795 0.114 3.444
N -1.588 0.908 -1.188 3.038 1.849 0.298
C -0.316 1.353 -0.705 -0.459 0.273 -0.561
H -1.558 0.345 4.064 0.870 -1.423 -0.953
H -1.134 -1.482 3.658 0.302 1.709 0.017
H 0.176 -0.170 3.697 -1.453 -0.224 -0.480
H -2.134 -0.824 1.614 1.251 1.284 0.010
H -1.473 0.960 1.736 0.256 -1.719 -0.343
H 0.598 -1.017 1.697 0.028 0.444 -0.821
H 3.646 1.078 2.330 -1.242 -0.633 -0.876
H 2.031 0.336 2.801 1.129 0.376 -1.441
H 2.501 -1.364 0.677 1.404 0.660 0.880
H 3.746 -2.804 2.838 -1.054 1.131 -0.264
H 3.106 -1.327 3.737 -0.037 -0.860 -1.303
H 1.929 -2.375 2.775 1.678 0.621 0.074
H 5.382 -1.501 1.905 -0.751 1.069 -1.473
H 5.173 -0.081 0.630 -0.455 -1.467 0.574
H 4.880 -1.895 0.189 -0.112 1.468 1.257
H 4.121 4.161 -0.171 -0.961 -1.256 0.556
H 3.623 3.781 1.566 0.138 -0.540 -1.572
H 6.671 3.197 -0.180 -0.661 -0.210 1.796
H 5.891 4.295 1.071 -0.275 -1.509 -0.245
H 5.514 1.659 3.024 1.086 1.073 -0.144
H 7.143 2.043 3.818 -1.316 0.588 -1.335
H 6.463 4.253 4.516 -1.222 -0.641 -1.332
H 5.217 4.505 3.097 1.126 -0.900 0.741
H 4.005 2.712 4.183 0.773 0.688 0.354
H 0.511 5.145 -3.883 0.610 0.817 1.802
H -0.272 5.797 -2.337 1.295 -0.126 -0.797
H 1.037 6.796 -3.164 -0.243 -1.782 0.440
H 2.002 7.289 -0.768 0.844 -1.699 0.228
H 3.592 6.348 -0.399 -1.819 -0.037 0.048
H 1.956 5.989 0.525 1.007 0.317 -1.562
C 0.283 -6.775 5.865 0.114 -0.240 0.028
C 0.932 -6.291 4.570 -0.342 0.329 0.218
C 1.571 -4.891 4.683 0.012 -0.057 -0.351
O 0.634 -3.815 4.675 0.370 -0.225 0.244
C 0.008 -3.575 5.926 -0.231 0.228 -0.269
N -0.063 -6.345 3.490 0.223 0.223 -0.127
H -0.685 -6.307 6.052 0.077 0.035 -0.073
H 0.109 -7.852 5.821 -0.020 0.194 0.038
H 0.930 -6.578 6.725 -0.065 -0.021 -0.038
H 1.735 -6.997 4.330 0.018 0.131 -0.066
H 2.201 -4.737 3.801 -0.117 0.081 -0.006
H 2.235 -4.820 5.553 -0.122 -0.011 0.125
H 0.680 -3.762 6.767 -0.007 -0.100 -0.029
H -0.896 -4.180 6.015 0.027 -0.062 0.240
H -0.298 -2.526 5.954 0.104 -0.041 -0.070
H 0.399 -6.120 2.610 -0.070 -0.145 0.043
H -0.705 -5.564 3.631 0.020 -0.191 0.032
C -1.839 4.598 -5.964 0.287 0.043 0.089
C -2.764 3.395 -5.806 -0.168 0.388 -0.290
C -3.134 2.719 -7.143 -0.193 -0.207 0.229
O -4.104 3.426 -7.912 0.415 -0.147 -0.010
C -3.580 4.509 -8.664 -0.418 0.037 0.000
N -3.962 3.808 -5.062 -0.054 -0.321 -0.057
H -2.363 5.490 -6.313 -0.038 -0.099 0.029
H -1.385 4.855 -5.003 -0.149 -0.033 -0.074
H -1.028 4.381 -6.666 -0.054 0.013 0.028
H -2.227 2.654 -5.204 -0.082 -0.062 -0.120
H -3.592 1.751 -6.914 -0.098 0.105 -0.030
H -2.243 2.505 -7.746 0.051 0.167 -0.032
H -2.572 4.305 -9.035 0.032 0.007 0.099
H -3.592 5.421 -8.066 0.224 0.099 -0.070
H -4.238 4.672 -9.522 0.021 -0.116 0.062
H -4.528 2.981 -4.871 -0.024 0.099 0.032
H -4.542 4.353 -5.701 0.120 -0.001 0.140
C -3.123 -9.502 6.821 -0.179 0.215 -0.095
C -1.922 -10.231 6.225 -0.111 -0.140 0.354
C -2.109 -11.759 6.131 0.300 0.015 -0.060
O -1.974 -12.447 7.372 -0.309 0.107 -0.360
C -3.129 -12.408 8.193 0.316 -0.142 0.234
N -0.722 -9.881 6.997 0.063 -0.360 -0.060
H -3.180 -9.600 7.907 0.066 -0.074 -0.076
H -3.063 -8.432 6.603 0.060 -0.117 0.022
H -4.059 -9.875 6.395 0.064 0.018 0.044
H -1.791 -9.855 5.204 0.061 -0.112 0.026
H -1.315 -12.156 5.489 0.012 -0.013 0.129
H -3.058 -12.019 5.646 -0.105 0.068 0.109
H -4.053 -12.430 7.608 0.022 0.092 -0.034
H -3.103 -11.527 8.836 -0.242 0.058 -0.006
H -3.111 -13.287 8.842 0.057 0.017 -0.124
H 0.092 -10.286 6.536 -0.048 0.128 0.014
H -0.773 -10.385 7.883 -0.032 0.154 -0.087
C 9.128 -6.086 -0.236 0.233 -0.194 0.028
C 9.011 -4.681 -0.821 -0.380 -0.133 0.169
C 8.590 -3.614 0.212 -0.014 0.178 -0.257
O 7.207 -3.641 0.555 0.441 -0.079 0.192
C 6.859 -4.629 1.511 -0.339 0.158 -0.192
N 8.091 -4.717 -1.966 -0.013 0.306 0.108
H 8.158 -6.562 -0.085 0.022 0.123 -0.019
H 9.694 -6.731 -0.914 -0.093 0.100 0.024
H 9.655 -6.070 0.723 -0.053 -0.003 -0.055
H 10.004 -4.402 -1.190 -0.091 0.110 0.030
H 8.760 -2.629 -0.234 -0.129 -0.044 0.007
H 9.213 -3.658 1.113 -0.041 -0.149 0.058
H 7.650 -4.787 2.249 0.054 -0.039 -0.067
H 6.611 -5.565 1.009 0.096 -0.160 0.166
H 5.961 -4.290 2.034 0.078 0.086 -0.054
H 8.094 -3.802 -2.415 0.061 -0.149 -0.058
H 7.145 -4.798 -1.592 0.143 -0.094 -0.078
C -10.006 2.108 -5.596 -0.286 -0.061 -0.087
C -8.850 2.830 -6.281 0.112 -0.165 0.410
C -7.593 1.954 -6.463 0.134 0.327 -0.193
O -6.832 1.761 -5.273 -0.187 -0.233 -0.289
C -7.342 0.760 -4.406 0.281 0.208 0.239
N -8.547 4.060 -5.536 0.288 -0.063 -0.140
H -9.867 2.018 -4.517 0.087 0.027 -0.085
H -10.940 2.657 -5.749 0.135 -0.005 0.026
H -10.141 1.103 -6.008 0.020 0.061 0.044
H -9.195 3.115 -7.282 0.151 -0.011 0.018
H -6.922 2.470 -7.158 0.057 0.001 0.136
H -7.837 0.991 -6.926 -0.092 -0.069 0.133
H -7.792 -0.071 -4.955 -0.066 0.068 -0.032
H -8.061 1.196 -3.711 -0.159 -0.184 0.004
H -6.509 0.372 -3.814 0.001 0.047 -0.116
H -7.847 4.590 -6.052 -0.162 0.030 0.014
H -8.061 3.784 -4.682 -0.169 0.052 -0.066
C -4.290 9.726 -2.425 -0.257 0.145 0.093
C -3.398 9.857 -3.657 0.120 -0.311 0.258
C -3.307 8.566 -4.495 0.255 0.095 -0.116
O -2.470 7.558 -3.935 -0.440 0.168 -0.171
C -3.083 6.790 -2.911 0.414 -0.153 0.085
N -2.070 10.323 -3.235 0.076 -0.141 -0.271
H -3.806 9.187 -1.609 0.032 -0.004 -0.129
H -4.550 10.716 -2.039 0.089 -0.084 -0.060
H -5.224 9.210 -2.669 0.076 0.014 0.027
H -3.843 10.629 -4.295 0.090 -0.087 -0.063
H -2.851 8.822 -5.458 0.080 -0.042 0.076
H -4.301 8.161 -4.721 -0.061 -0.037 0.158
H -4.149 6.632 -3.094 0.015 0.056 -0.005
H -2.926 7.266 -1.942 -0.210 -0.006 0.106
H -2.590 5.815 -2.879 -0.078 0.050 -0.154
H -1.510 10.507 -4.067 -0.067 0.106 0.110
H -1.597 9.531 -2.797 -0.111 0.143 0.028



11
Properties=species:S:1:pos:R:3:forces:R:3 method="wB97M-V/def2-TZVPD" relative_energy_kj_mol=533.1 homo_lumo_gap_ev="7.846 / 7.999" charge=+1 e_tot_ha=-264.41235
C 1.777 0.343 0.045 3.858 2.544 -1.535
C 0.581 1.061 -0.025 -2.916 -1.921 -0.530
C -1.731 -0.299 0.192 -1.612 -0.686 -2.411
C -0.555 -1.106 -0.140 0.490 -0.337 -1.639
N 1.978 -0.844 0.259 -0.147 -1.514 0.330
N -0.466 0.254 -0.299 1.822 -1.158 1.370
H 2.671 1.038 -0.327 -1.043 -1.388 0.973
H 0.533 2.093 0.118 -0.531 1.450 -0.048
H -2.639 -0.235 -0.445 1.002 -0.051 -0.168
H -2.030 -0.182 1.163 -0.119 0.576 2.734
H -0.120 -2.124 -0.542 -0.804 2.483 0.924



23
Properties=species:S:1:pos:R:3:forces:R:3 method="wB97M-V/def2-TZVPD" relative_energy_kj_mol=410.5 homo_lumo_gap_ev=9.088 charge=+1 e_tot_ha=-400.89396
C 1.997 2.262 0.288 1.829 2.531 0.600
C -0.501 -2.207 -0.102 2.191 0.326 -0.480
C 0.763 2.153 0.713 -2.954 -2.904 -1.617
C -1.325 -1.214 0.169 -0.708 0.176 0.496
C -2.828 1.307 -0.664 -0.903 2.816 -0.744
C 0.282 0.640 0.369 -0.287 2.213 3.309
N 2.580 -2.008 -0.450 2.598 1.985 -3.256
N -0.930 0.191 0.326 -0.667 1.312 -0.396
N -2.010 1.111 0.505 0.700 -1.681 -0.148
H 2.651 3.197 0.273 -1.255 -1.342 0.090
H 2.460 1.349 0.036 0.860 -0.724 -0.576
H -0.911 -3.225 -0.155 0.272 0.581 0.047
H 0.643 -2.017 -0.288 -2.439 -0.458 0.293
H -0.006 2.897 0.999 1.078 -0.346 -0.171
H -2.385 -1.406 0.373 0.479 0.592 -0.079
H -3.748 1.854 -0.252 1.302 -0.536 -0.944
H -2.317 1.930 -1.519 -0.914 -1.091 1.589
H -3.205 0.398 -1.080 0.023 -0.750 -0.121
H 0.972 -0.097 0.727 0.886 -0.484 -1.016
H 2.461 -2.644 -1.248 -0.200 0.176 0.372
H 2.641 -2.577 0.335 0.544 -1.269 1.822
H -1.671 1.967 0.923 0.059 -0.193 -0.130
H 3.582 -1.614 -0.685 -2.494 -0.932 1.062